(1)
Below is an isolated molecule of C22H24ClN3O3, with properties calculated with ωB97M-V/def2-TZVPD.

Positions of all 53 atoms, in Å:
O -0.088 -0.271 1.851
C 0.609 0.223 0.976
N 1.806 -0.272 0.619
C 2.419 -1.383 1.303
C 2.532 -2.647 0.423
N 1.308 -3.259 -0.032
C 0.350 -3.582 1.012
C -0.709 -4.512 0.417
O -1.357 -3.919 -0.685
C -0.424 -3.572 -1.680
C 0.629 -2.603 -1.134
C 0.086 1.369 0.157
C 0.811 2.248 -0.553
C 2.264 2.399 -0.566
C 2.924 2.513 -1.792
C 4.291 2.704 -1.860
C 5.033 2.808 -0.694
C 4.401 2.729 0.534
C 3.032 2.527 0.597
Cl 2.274 2.468 2.156
N -1.301 1.374 0.223
C -2.191 2.205 -0.393
O -1.874 3.041 -1.217
C -3.610 1.977 0.002
C -4.594 2.323 -0.921
C -5.931 2.149 -0.619
C -6.300 1.639 0.615
C -5.328 1.314 1.547
C -3.987 1.478 1.247
H 2.309 0.150 -0.145
H 3.424 -1.096 1.628
H 1.807 -1.590 2.183
H 3.072 -3.398 1.009
H 3.131 -2.413 -0.463
H 0.870 -4.094 1.824
H -0.149 -2.684 1.410
H -1.489 -4.729 1.148
H -0.228 -5.451 0.101
H -0.994 -3.110 -2.488
H 0.079 -4.477 -2.053
H 1.354 -2.370 -1.917
H 0.118 -1.677 -0.828
H 0.271 2.957 -1.166
H 2.340 2.440 -2.697
H 4.776 2.779 -2.821
H 6.099 2.964 -0.739
H 4.963 2.831 1.449
H -1.648 0.677 0.878
H -4.285 2.728 -1.873
H -6.687 2.413 -1.344
H -7.344 1.504 0.855
H -5.615 0.931 2.515
H -3.249 1.243 2.000

Its relative energy (zero: lowest compared OMol25 entry of this formula, charge and spin) is 2.433 eV. The frontier orbital gap comes out at 8.52 eV. The calculation puts the total energy at -1702.93731 Ha. As for the spin multiplicity: 1. For the max |F|, the calculation gives 0.6 eV Å⁻¹. Its SMILES is O=C(NCCN1CCOCC1)/C(=C\c1ccccc1Cl)NC(=O)c1ccccc1.

---

(2)
Below is C3H6BrClN2 as an isolated structure, with properties calculated with ωB97M-V/def2-TZVPD.

Positions of all 13 atoms, in Å:
C -0.843 -0.311 1.020
C 0.353 -0.890 0.150
C 0.785 1.268 -0.772
N -1.622 0.624 0.271
N 1.092 0.179 -0.383
Cl -2.375 -0.066 -1.242
Br 3.470 -0.408 -0.934
H -1.305 -1.182 1.327
H -0.646 0.128 2.078
H 1.010 -1.510 0.645
H 0.020 -1.366 -0.738
H -1.107 1.416 -0.033
H 1.169 2.117 -1.389

Its relative energy (zero: lowest compared OMol25 entry of this formula, charge and spin) is 2.379 eV. The frontier orbital gap (alpha / beta) comes out at 6.70 / 7.64 eV. The calculation puts the total energy at -3261.45673 Ha. As for the spin multiplicity: 1. For the max |F|, the calculation gives 3.5 eV Å⁻¹.

---

(3)
Below is C27H22BrMoO7P as an isolated structure, with properties calculated with ωB97M-V/def2-TZVPD.

Positions of all 59 atoms, in Å:
Mo 0.969 2.309 0.076
O -0.104 3.414 3.343
C -0.106 2.338 2.810
O -0.367 2.160 1.513
C 0.206 1.057 3.563
C -0.455 -0.200 2.974
C -0.387 -1.341 3.996
C 1.111 -1.735 3.917
C 1.617 -0.745 2.861
O 0.494 -0.619 1.982
C 1.721 0.662 3.488
C 2.665 1.537 2.672
O 3.739 1.859 3.105
O 2.259 1.869 1.455
H -0.080 1.229 4.599
H -1.424 -0.038 2.511
H -1.029 -2.162 3.679
H -0.699 -1.027 4.991
H 1.235 -2.761 3.574
H 1.638 -1.627 4.863
H 2.495 -1.056 2.298
H 2.159 0.617 4.482
O -2.166 4.089 -1.816
C -1.259 3.299 -1.839
O -0.264 3.348 -0.962
C -1.195 2.238 -2.907
C -1.843 2.547 -4.100
C -1.907 1.626 -5.130
C -1.354 0.364 -4.963
C -0.723 0.039 -3.775
C -0.611 0.978 -2.749
P 0.065 0.423 -1.157
C -1.399 -0.371 -0.431
C -2.390 0.472 0.072
C -3.575 -0.058 0.556
C -3.778 -1.432 0.543
C -2.802 -2.271 0.026
C -1.619 -1.744 -0.471
C 1.328 -0.825 -1.509
C 2.133 -0.695 -2.642
C 3.158 -1.597 -2.870
C 3.398 -2.625 -1.968
C 2.617 -2.742 -0.829
C 1.587 -1.842 -0.593
H -2.301 3.521 -4.192
H -2.403 1.885 -6.056
H -1.421 -0.373 -5.752
H -0.318 -0.956 -3.646
H -2.236 1.543 0.110
H -4.335 0.604 0.948
H -4.701 -1.847 0.927
H -2.963 -3.341 0.001
H -0.874 -2.408 -0.888
H 1.971 0.117 -3.336
H 3.777 -1.489 -3.750
H 4.203 -3.325 -2.148
H 2.809 -3.533 -0.116
H 0.993 -1.921 0.306
Br 2.744 2.559 -1.650

Its relative energy (zero: lowest compared OMol25 entry of this formula, charge and spin) is 0.789 eV. The frontier orbital gap (alpha / beta) comes out at 7.47 / 8.83 eV. The calculation puts the total energy at -4552.46013 Ha. As for the spin multiplicity: 3. For the max |F|, the calculation gives 0.4 eV Å⁻¹.

---

(4)
Below is an isolated ion of composition C3H8O and charge +1, with properties calculated with ωB97M-V/def2-TZVPD.

Positions of all 12 atoms, in Å:
C 0.085 1.356 0.500
C 0.231 -0.149 0.281
C 0.617 -0.381 -1.200
O -1.001 -0.770 0.502
H -0.717 1.932 0.042
H 1.025 1.802 0.184
H 0.036 1.606 1.570
H 0.976 -0.505 1.008
H 1.256 0.343 -1.696
H -0.300 -0.402 -1.802
H 1.017 -1.386 -1.363
H -0.851 -1.742 0.461

Its relative energy (zero: lowest compared OMol25 entry of this formula, charge and spin) is 0.910 eV. The frontier orbital gap (alpha / beta) comes out at 13.87 / 7.32 eV. The calculation puts the total energy at -193.94355 Ha. Its charge is +1. As for the spin multiplicity: 2. For the max |F|, the calculation gives 3.6 eV Å⁻¹.

---

(5)
Below is C19H30N2O3S as an isolated structure, with properties calculated with ωB97M-V/def2-TZVPD.

Positions of all 55 atoms, in Å:
C -5.702 -1.084 -0.191
C -4.474 -0.363 -1.002
C -4.026 0.990 -0.269
C -2.890 1.523 -0.892
H -2.803 1.026 -2.045
H -3.143 2.550 -0.848
C -1.708 1.189 0.044
N -1.220 -0.056 -0.249
C -0.335 -0.268 -1.186
N 0.088 0.845 -1.678
H 0.851 1.172 -2.163
C -0.575 2.093 -0.994
H -0.811 2.607 -1.664
H 0.311 2.500 -0.185
S 0.276 -1.768 -1.721
C -1.694 -1.111 0.942
C -1.203 -0.936 2.325
H -2.000 -1.320 3.005
H -1.212 0.406 2.389
C 0.132 -1.212 2.782
C 1.201 -0.717 1.691
C 1.342 0.744 1.827
C 2.400 1.274 0.845
C 3.105 0.344 0.170
C 3.033 -0.922 -0.043
C 2.148 -1.551 1.058
H 1.940 -2.821 1.176
O 3.924 -1.738 -0.526
C 3.508 -3.310 -0.465
H 3.760 -3.814 0.458
H 2.579 -3.323 -0.987
H 4.264 -3.709 -1.423
O 4.043 0.883 -0.924
C 4.114 0.052 -2.209
H 3.166 -0.362 -2.483
H 4.964 -0.374 -2.119
H 4.430 0.960 -3.081
O 2.450 2.552 0.997
C 3.637 3.222 0.387
H 3.658 3.365 -0.618
H 4.602 2.594 0.956
H 3.441 4.258 1.023
H 0.786 1.312 2.279
H 0.300 -1.101 3.727
H 0.076 -2.288 2.550
H -0.998 -2.078 0.483
H -2.624 -1.313 0.799
H -1.571 1.542 0.941
H -4.986 1.704 -0.354
H -4.120 0.722 0.854
H -4.944 -0.013 -2.042
H -3.756 -0.985 -1.185
H -5.240 -1.351 0.611
H -6.546 -0.513 -0.051
H -5.949 -2.026 -0.724

Its relative energy (zero: lowest compared OMol25 entry of this formula, charge and spin) is 19.908 eV. The frontier orbital gap comes out at 7.91 eV. The calculation puts the total energy at -1474.72097 Ha. As for the spin multiplicity: 1. For the max |F|, the calculation gives 19.3 eV Å⁻¹.

---

(6)
Below is a 10-piece molecular cluster, C35H50F4N10O7S2 overall, with properties calculated with ωB97M-V/def2-TZVPD.

Positions of all 108 atoms, in Å:
C -3.053 -1.246 -1.527
S -1.376 -1.525 -2.048
O -1.233 -0.964 -3.366
O -1.134 -2.937 -1.931
C -0.252 -0.582 -0.947
C -0.820 -0.270 0.469
F -1.765 0.728 0.343
F 0.187 0.265 1.188
C -1.545 -1.363 1.323
F -1.447 -2.598 0.797
F -0.997 -1.381 2.563
C -0.070 0.810 -1.619
C 0.975 0.899 -2.746
O 1.955 1.794 -2.284
S 1.856 -0.644 -3.273
O 3.261 -0.383 -3.179
O 1.370 -1.056 -4.552
O 1.464 -1.773 -2.210
C 1.161 -1.215 -0.909
C 1.400 -2.313 0.105
C 2.839 -2.833 0.097
C 3.908 -1.808 0.476
N 3.646 -1.074 1.708
C 3.884 0.370 1.585
C 2.891 1.228 2.331
C 2.374 2.342 1.679
C 1.442 3.179 2.263
C 0.992 2.898 3.543
C 1.515 1.809 4.212
C 2.461 0.983 3.632
O 3.004 -0.026 4.404
H -3.321 -1.971 -0.767
H -3.616 -1.460 -2.434
H -3.236 -0.216 -1.240
H -2.595 -1.093 1.436
H 0.226 1.538 -0.869
H -1.026 1.124 -2.029
H 0.550 1.278 -3.672
H 2.349 2.270 -3.023
H 1.886 -0.421 -0.705
H 1.103 -1.998 1.102
H 0.752 -3.152 -0.147
H 3.069 -3.179 -0.910
H 2.865 -3.697 0.760
H 4.842 -2.363 0.585
H 4.063 -1.127 -0.371
H 2.686 -1.201 1.997
H 3.796 0.663 0.533
H 4.898 0.637 1.895
H 2.721 2.562 0.676
H 1.094 4.039 1.711
H 0.256 3.542 3.997
H 1.189 1.590 5.221
H 2.716 -0.895 4.109
C 1.899 -6.700 -1.778
C 2.559 -6.648 -0.480
N 3.075 -6.579 0.543
H 1.392 -5.755 -1.972
H 2.636 -6.876 -2.559
H 1.167 -7.505 -1.789
C -2.944 5.835 3.085
C -1.489 5.793 3.123
N -0.345 5.707 3.120
H -3.312 4.935 2.602
H -3.346 5.878 4.093
H -3.279 6.704 2.520
C 1.354 9.012 1.218
C 1.613 7.894 0.320
N 1.813 7.006 -0.378
H 0.286 9.086 1.412
H 1.874 8.852 2.160
H 1.702 9.938 0.767
C -4.032 1.454 3.073
C -4.173 2.610 3.946
N -4.257 3.527 4.631
H -4.307 1.727 2.055
H -2.999 1.109 3.086
H -4.694 0.661 3.417
C 6.218 -1.407 -3.871
C 7.274 -2.019 -3.074
N 8.105 -2.500 -2.446
H 5.377 -1.140 -3.238
H 6.596 -0.509 -4.357
H 5.878 -2.106 -4.633
C -7.765 3.138 5.744
C -7.385 2.009 4.907
N -7.067 1.119 4.257
H -8.838 3.119 5.926
H -7.237 3.083 6.693
H -7.500 4.068 5.244
C 2.195 -7.966 3.525
C 1.956 -7.727 4.944
N 1.766 -7.540 6.060
H 1.658 -8.859 3.209
H 1.853 -7.117 2.939
H 3.258 -8.105 3.344
C -1.366 -1.109 -6.445
C -2.240 -1.093 -7.609
N -2.960 -1.032 -8.502
H -1.408 -2.080 -5.958
H -0.337 -0.903 -6.730
H -1.694 -0.353 -5.736
C -5.988 0.226 -7.390
C -6.199 0.234 -5.948
N -6.350 0.251 -4.810
H -6.579 -0.563 -7.850
H -6.278 1.185 -7.814
H -4.936 0.042 -7.598

The frontier orbital gap comes out at 8.71 eV. The calculation puts the total energy at -3633.61239 Ha. As for the spin multiplicity: 1. For the max |F|, the calculation gives 1.6 eV Å⁻¹. Its SMILES is CS(=O)(=O)[C@]1(C(F)(F)C(F)F)C[C@@H](O)S(=O)(=O)O[C@@H]1CCCNCc1ccccc1O.CC#N.CC#N.CC#N.CC#N.CC#N.CC#N.CC#N.CC#N.CC#N.

---

What did the third record say?
Below is C27H22BrMoO7P as an isolated structure, with properties calculated with ωB97M-V/def2-TZVPD.

Positions of all 59 atoms, in Å:
Mo 0.969 2.309 0.076
O -0.104 3.414 3.343
C -0.106 2.338 2.810
O -0.367 2.160 1.513
C 0.206 1.057 3.563
C -0.455 -0.200 2.974
C -0.387 -1.341 3.996
C 1.111 -1.735 3.917
C 1.617 -0.745 2.861
O 0.494 -0.619 1.982
C 1.721 0.662 3.488
C 2.665 1.537 2.672
O 3.739 1.859 3.105
O 2.259 1.869 1.455
H -0.080 1.229 4.599
H -1.424 -0.038 2.511
H -1.029 -2.162 3.679
H -0.699 -1.027 4.991
H 1.235 -2.761 3.574
H 1.638 -1.627 4.863
H 2.495 -1.056 2.298
H 2.159 0.617 4.482
O -2.166 4.089 -1.816
C -1.259 3.299 -1.839
O -0.264 3.348 -0.962
C -1.195 2.238 -2.907
C -1.843 2.547 -4.100
C -1.907 1.626 -5.130
C -1.354 0.364 -4.963
C -0.723 0.039 -3.775
C -0.611 0.978 -2.749
P 0.065 0.423 -1.157
C -1.399 -0.371 -0.431
C -2.390 0.472 0.072
C -3.575 -0.058 0.556
C -3.778 -1.432 0.543
C -2.802 -2.271 0.026
C -1.619 -1.744 -0.471
C 1.328 -0.825 -1.509
C 2.133 -0.695 -2.642
C 3.158 -1.597 -2.870
C 3.398 -2.625 -1.968
C 2.617 -2.742 -0.829
C 1.587 -1.842 -0.593
H -2.301 3.521 -4.192
H -2.403 1.885 -6.056
H -1.421 -0.373 -5.752
H -0.318 -0.956 -3.646
H -2.236 1.543 0.110
H -4.335 0.604 0.948
H -4.701 -1.847 0.927
H -2.963 -3.341 0.001
H -0.874 -2.408 -0.888
H 1.971 0.117 -3.336
H 3.777 -1.489 -3.750
H 4.203 -3.325 -2.148
H 2.809 -3.533 -0.116
H 0.993 -1.921 0.306
Br 2.744 2.559 -1.650

Its relative energy (zero: lowest compared OMol25 entry of this formula, charge and spin) is 0.789 eV. The frontier orbital gap (alpha / beta) comes out at 7.47 / 8.83 eV. The calculation puts the total energy at -4552.46013 Ha. As for the spin multiplicity: 3. For the max |F|, the calculation gives 0.4 eV Å⁻¹.